C21H19BaCl5N3O4STe | the ωB97M-V functional and the def2-TZVPD basis

Structure (XYZ):
```
55
Properties=species:S:1:pos:R:3:forces:R:3
Ba 0.012 1.153 -0.703 0.106 0.161 -0.103
Cl 1.298 0.027 -5.613 0.023 -0.030 -0.024
C 1.671 -1.295 -4.550 -0.085 -0.023 0.194
C 2.207 -2.469 -5.089 -0.030 0.025 0.115
C 2.520 -3.525 -4.281 -0.036 0.045 0.126
Cl 3.195 -4.977 -4.984 0.018 -0.034 -0.043
C 2.306 -3.457 -2.880 0.051 -0.066 -0.226
C 2.611 -4.502 -1.984 -0.076 0.079 0.357
C 2.363 -4.329 -0.645 0.059 -0.049 -0.282
C 1.809 -3.113 -0.212 -0.046 0.030 0.093
N 1.516 -2.119 -1.016 -0.019 -0.053 0.266
C 1.754 -2.269 -2.338 -0.004 0.097 -0.191
C 1.417 -1.128 -3.179 0.220 0.052 -0.111
O 0.962 -0.063 -2.662 -0.020 0.013 -0.172
H 2.373 -2.524 -6.157 0.014 -0.036 0.003
H 3.034 -5.421 -2.363 0.006 -0.018 0.001
H 2.579 -5.102 0.080 0.021 -0.037 -0.037
H 1.598 -2.972 0.847 -0.001 0.049 -0.080
N 0.434 3.713 1.256 0.187 -0.050 -0.048
C 0.627 3.224 2.623 0.182 -0.171 0.101
C 0.196 1.748 2.774 -0.218 0.293 -0.495
O 0.468 1.112 3.791 0.128 0.206 0.042
O -0.436 1.324 1.749 -0.227 -0.607 0.412
H 0.916 4.597 1.143 -0.084 0.030 -0.091
H -0.547 3.873 1.048 -0.028 0.045 0.109
H 0.108 3.812 3.390 -0.067 -0.025 -0.004
H 1.692 3.281 2.859 -0.012 -0.024 0.030
Cl 2.381 -1.453 3.343 0.081 0.037 -0.039
C 3.691 -0.644 2.484 -0.033 -0.137 0.188
Cl 4.747 0.209 3.628 -0.049 -0.016 -0.041
Cl 4.636 -1.812 1.546 0.042 -0.004 -0.029
C 3.116 0.334 1.565 -0.135 0.164 -0.014
N 2.651 1.106 0.859 0.052 -0.108 -0.119
C -3.804 -1.438 1.212 -0.032 -0.020 0.018
C -2.649 -2.422 1.498 -0.006 0.013 -0.035
C -1.453 -1.818 0.744 0.031 0.059 -0.039
O -2.004 -0.832 -0.140 0.063 0.087 0.049
C -3.091 -0.247 0.588 0.131 0.111 -0.026
H -4.358 -1.160 2.107 0.026 0.004 0.015
H -4.508 -1.868 0.500 0.010 -0.006 -0.019
H -2.887 -3.421 1.133 0.000 -0.008 -0.007
H -2.431 -2.499 2.562 -0.012 0.026 0.011
H -0.901 -2.525 0.129 -0.034 -0.010 0.034
H -0.767 -1.318 1.438 -0.007 -0.043 0.027
H -3.684 0.332 -0.119 -0.051 -0.059 0.003
H -2.675 0.417 1.355 -0.064 -0.010 0.026
Te -1.639 3.323 -2.778 -0.109 0.135 -0.069
C -2.327 4.342 -1.065 0.029 -0.340 0.082
C -2.850 3.795 0.081 -0.058 0.074 0.030
C -3.158 4.756 1.086 -0.007 0.070 -0.011
C -2.871 6.030 0.697 -0.082 -0.117 0.189
S -2.222 6.044 -0.891 0.071 0.140 -0.018
H -3.024 2.733 0.204 0.024 0.032 -0.035
H -3.579 4.510 2.053 0.016 -0.014 -0.014
H -3.020 6.929 1.275 0.043 0.041 -0.101
```
Positions in Å, forces in eV/Å.

Values from the calculation:
**Lowest unoccupied orbital energy**: 2.00 eV
**Charge**: -1
**Frontier orbital gap**: 6.05 eV